No. 1
Entry from the OMol25 dataset: an isolated ion of composition C8H10N3 and charge +1 in a non-equilibrium geometry (ωB97M-V with the def2-TZVPD basis set).

Results
Spin multiplicity = 1
Gap between HOMO and LUMO = 6.17 eV
E_HOMO = -0.4764 Eh
E = -474.62772 Ha
Relative energy (zero: lowest compared OMol25 entry of this formula, charge and spin) = 5.440 eV
Net charge = +1

CARTESIAN COORDINATES (ANGSTROEM)
1 C -0.48243 -2.29869 1.67043
2 C -0.95942 -1.67038 0.57571
3 C 0.61203 -1.58570 2.08453
4 C 2.75003 1.94084 0.82543
5 C -1.30957 1.17398 -0.80792
6 C -1.00047 0.22526 -1.89557
7 C 1.27865 0.90098 -0.92863
8 C -0.12030 0.31552 -0.69819
9 N 0.77217 -0.56194 1.27440
10 N -0.08649 -0.61972 0.33475
11 N 1.68584 1.65169 0.28856
12 H -0.82493 -3.10434 2.32679
13 H -1.81467 -1.88443 -0.14279
14 H 1.30001 -1.50220 2.97305
15 H -1.23161 2.28957 -0.88646
16 H -2.16646 0.86349 -0.22164
17 H -1.69767 -0.56781 -2.00488
18 H -0.53209 0.77808 -2.84214
19 H 2.01047 0.14640 -1.00082
20 H 1.03252 1.56564 -1.78610
21 H 0.78438 1.94377 0.86151

These are the Mulliken partial charges, in e, on atoms 1 to 4: -0.9279, 0.0876, -0.1096, 0.2169

---

No. 2
Entry from the OMol25 dataset: an isolated ion of composition C8H10N3 and charge +1 in a non-equilibrium geometry (ωB97M-V with the def2-TZVPD basis set).

Results
Spin multiplicity = 1
Gap between HOMO and LUMO = 8.82 eV
E_HOMO = -0.4870 Eh
E = -474.77003 Ha
Relative energy (zero: lowest compared OMol25 entry of this formula, charge and spin) = 1.567 eV
Net charge = +1

CARTESIAN COORDINATES (ANGSTROEM)
1 C 2.07298 0.20770 1.14852
2 C 1.22943 -0.31736 0.04684
3 N 2.01474 0.07748 -1.21261
4 N 1.13645 -1.82381 0.12424
5 N -0.02521 -2.22627 0.22132
6 C -0.92094 -1.16842 0.08989
7 C -2.30890 -1.23701 -0.11723
8 C -2.94727 0.09089 -0.17251
9 C -2.26908 1.26718 0.09803
10 C -0.88960 1.26517 0.05085
11 C -0.19619 0.08056 0.04667
12 H 3.10277 -0.40935 1.19915
13 H 1.44056 -0.04534 2.05868
14 H 2.16927 1.25192 1.05063
15 H 2.86818 -0.61245 -1.32706
16 H 2.33279 1.00897 -1.16062
17 H 1.39786 0.05104 -2.13034
18 H -3.13249 -2.02548 -0.30469
19 H -4.02811 0.31037 -0.39623
20 H -2.78671 2.12271 0.40300
21 H -0.26052 2.13149 0.28348

These are the Mulliken partial charges, in e, on atoms 1 to 4: -1.3826, 0.5330, -0.2274, -0.4275

---

No. 3
Entry from the OMol25 dataset: an isolated ion of composition C8H10N3 and charge +1 in a non-equilibrium geometry (ωB97M-V with the def2-TZVPD basis set).

Results
Spin multiplicity = 3
Gap between HOMO and LUMO (spin up / spin down) = 5.86 / 6.65 eV
E_HOMO (spin up / spin down) = -0.3861 / -0.4553 Eh
E = -474.58871 Ha
Expectation value of S² = 2.12
Relative energy (zero: lowest compared OMol25 entry of this formula, charge and spin) = 4.516 eV
Net charge = +1

CARTESIAN COORDINATES (ANGSTROEM)
1 C -1.77804 1.46867 -0.31849
2 C -0.60550 2.16587 -0.48092
3 C -1.28014 -0.92580 0.04943
4 C -2.09249 0.11925 0.13059
5 C 0.98081 0.50335 0.21362
6 C 3.38807 0.27835 -0.04941
7 C -0.16873 -3.06681 -0.22876
8 C 2.18066 0.01387 0.52663
9 N -1.01970 -2.12035 -0.02498
10 N 0.68369 1.73663 -0.21482
11 N -3.40441 -0.04817 0.48296
12 H -2.76719 1.94602 -0.67976
13 H -0.71971 3.19050 -0.88834
14 H 4.23536 -0.41342 0.06621
15 H 3.59690 1.09000 -0.84069
16 H -0.59286 -3.97849 -0.15110
17 H 0.86959 -3.04997 -0.27540
18 H 2.07524 -0.80653 1.23493
19 H 1.35922 2.48797 -0.34522
20 H -3.83970 0.78841 0.62719
21 H -3.65858 -0.68376 1.28032

These are the Mulliken partial charges, in e, on atoms 1 to 4: -0.8993, -0.1505, 0.2762, 0.8581

---

No. 4
Entry from the OMol25 dataset: C8H10N3NaS3 as an isolated structure (ωB97M-V with the def2-TZVPD basis set).

Results
Spin multiplicity = 1
Gap between HOMO and LUMO = 7.68 eV
E_HOMO = -0.2840 Eh
E = -1832.06487 Ha
Relative energy (zero: lowest compared OMol25 entry of this formula, charge and spin) = 0.000 eV

CARTESIAN COORDINATES (ANGSTROEM)
1 Na 0.47156 3.36448 0.04386
2 C -0.88655 -2.01636 3.26753
3 C -0.83992 -0.71623 2.52313
4 C -1.99862 -0.03120 2.16194
5 C -1.82183 1.14233 1.46482
6 N -0.62196 1.62704 1.15655
7 C 0.46218 0.91309 1.56066
8 S 2.04385 1.54328 1.18638
9 N 0.36695 -0.25389 2.22124
10 H -1.90720 -2.33445 3.47158
11 H -0.34159 -1.91922 4.20636
12 H -0.37952 -2.78641 2.68526
13 H -2.98296 -0.40158 2.40836
14 H -2.67440 1.72489 1.13049
15 S 0.60674 3.16115 -2.69759
16 C 0.77741 1.49229 -2.79541
17 N 1.17446 0.66568 -1.84373
18 C 1.48196 -0.69950 -2.24594
19 C 0.60302 -0.97367 -3.45867
20 S 0.45885 0.64134 -4.28630
21 H 1.52884 1.02335 -0.93855
22 H 1.27534 -1.38342 -1.42449
23 H 2.54371 -0.76701 -2.49947
24 H -0.38936 -1.31393 -3.16697
25 H 1.04902 -1.70200 -4.13102

These are the Mulliken partial charges, in e, on atoms 1 to 4: 0.7637, -1.1062, 0.9148, -0.5981

---

No. 5
Entry from the OMol25 dataset: an isolated ion of composition C8H10N3O and charge +1 in a non-equilibrium geometry (ωB97M-V with the def2-TZVPD basis set).

Results
Spin multiplicity = 1
Gap between HOMO and LUMO = 9.29 eV
E_HOMO = -0.4661 Eh
E = -550.10676 Ha
Relative energy (zero: lowest compared OMol25 entry of this formula, charge and spin) = 0.138 eV
Net charge = +1

CARTESIAN COORDINATES (ANGSTROEM)
1 N 1.96717 -1.14381 1.24317
2 C 1.25246 -0.47237 0.23164
3 N 1.53197 -1.15495 -1.16651
4 C 1.73416 1.05132 0.17422
5 O 2.91412 1.28210 0.22960
6 N 0.71711 1.88045 0.05879
7 C -0.55177 1.16041 0.11987
8 C -1.83158 1.64963 -0.07488
9 C -2.93727 0.74657 -0.17002
10 C -2.68204 -0.57484 0.08262
11 C -1.35650 -1.05942 0.30849
12 C -0.28359 -0.21161 0.25027
13 H 1.61450 -1.85667 1.76905
14 H 2.73771 -0.47200 1.66415
15 H 1.04073 -0.87407 -1.99985
16 H 1.35401 -2.11306 -1.02864
17 H 2.59330 -1.02122 -1.41581
18 H 0.90367 2.83120 -0.12247
19 H -2.01861 2.77785 -0.08408
20 H -3.95709 1.15027 -0.33586
21 H -3.46032 -1.42986 0.00603
22 H -1.28214 -2.14593 0.26023

These are the Mulliken partial charges, in e, on atoms 1 to 4: -0.5372, 1.3292, -0.3968, -0.1363

---

No. 6
Entry from the OMol25 dataset: a 2-piece molecular cluster, C8H10N3O2S2 overall in a non-equilibrium geometry (ωB97M-V with the def2-TZVPD basis set).

Results
Spin multiplicity = 1
Gap between HOMO and LUMO = 6.74 eV
E_HOMO = -0.1477 Eh
E = -1421.82585 Ha
Relative energy (zero: lowest compared OMol25 entry of this formula, charge and spin) = 2.678 eV
Net charge = -1

CARTESIAN COORDINATES (ANGSTROEM)
1 C 2.43011 -2.11973 0.27010
2 C 1.09263 -2.08198 0.11406
3 C 3.24044 -0.99996 0.22457
4 C 1.18644 0.33719 0.23328
5 C 0.41884 -0.88072 0.07936
6 C 2.66442 0.27257 0.06284
7 C 0.64318 1.33707 1.39354
8 C 0.06234 2.53318 -0.88253
9 N 0.54652 1.62021 0.14244
10 N -1.92266 -1.73731 0.32318
11 N -0.91101 -0.73730 0.02909
12 O -4.02594 -0.48239 -0.07776
13 O -2.50033 1.41773 0.42297
14 S 3.65268 1.57614 -0.32432
15 S -3.77468 1.00406 -0.17873
16 H 2.90074 -3.06679 0.17825
17 H 0.46655 -3.00084 0.07814
18 H 4.23225 -1.15166 -0.07667
19 H -0.91966 2.16306 -1.20632
20 H -0.08641 3.43675 -0.35668
21 H 0.94964 2.85317 -1.46404
22 H -1.56224 -2.61575 -0.09401
23 H -2.83460 -1.53275 -0.02873
24 H -1.38970 0.13933 0.26984
25 H -4.55954 1.71673 0.86814

These are the Mulliken partial charges, in e, on atoms 1 to 4: -0.4574, -0.7837, -0.8525, 0.9411

---

No. 7
Entry from the OMol25 dataset: C8H10N3S as an isolated structure in a non-equilibrium geometry (ωB97M-V with the def2-TZVPD basis set).

Results
Spin multiplicity = 1
Gap between HOMO and LUMO = 8.40 eV
E_HOMO = -0.4856 Eh
E = -872.93680 Ha
Relative energy (zero: lowest compared OMol25 entry of this formula, charge and spin) = 2.729 eV
Net charge = +1

CARTESIAN COORDINATES (ANGSTROEM)
1 C 3.14664 -0.05576 1.14779
2 C 2.72770 1.10795 0.50098
3 C 0.51586 0.62454 0.26079
4 C 1.11773 -1.05133 1.04215
5 C -1.26874 -0.71166 0.12434
6 C -2.95668 -2.31184 -0.95120
7 C 1.21959 2.67268 -0.61144
8 C -2.74491 -1.01279 -0.23260
9 N 2.33934 -1.09211 1.36253
10 N -0.75455 0.46995 -0.09152
11 N 1.48206 1.42711 0.11307
12 S -0.26585 -2.02527 0.96138
13 H 4.07781 -0.30524 1.60014
14 H 3.31381 2.03124 0.52778
15 H -2.57408 -2.04662 -1.92757
16 H -3.96364 -2.52077 -1.00096
17 H -2.57704 -3.10066 -0.37445
18 H 1.63624 3.69076 -0.09878
19 H 1.67962 2.52771 -1.64458
20 H 0.15096 2.76981 -0.79601
21 H -3.31619 -1.07368 0.70639
22 H -2.98568 -0.01404 -0.61824

These are the Mulliken partial charges, in e, on atoms 1 to 4: -0.3054, -0.0932, 0.4774, 0.4106

---

No. 8
Entry from the OMol25 dataset: an isolated ion of composition C8H10N3S and charge +1 in a non-equilibrium geometry (ωB97M-V with the def2-TZVPD basis set).

Results
Spin multiplicity = 3
Gap between HOMO and LUMO (spin up / spin down) = 6.52 / 6.47 eV
E_HOMO (spin up / spin down) = -0.4193 / -0.4864 Eh
E = -872.89573 Ha
Expectation value of S² = 2.06
Relative energy (zero: lowest compared OMol25 entry of this formula, charge and spin) = 0.126 eV
Net charge = +1

CARTESIAN COORDINATES (ANGSTROEM)
1 C -1.39075 1.38939 0.02615
2 C -0.52858 0.81219 -3.24683
3 C -0.88995 0.89266 -1.12499
4 C -0.19725 -0.40495 -1.41060
5 C 0.29266 -1.30208 -0.56959
6 C -1.22617 0.83099 1.37626
7 C 1.98032 -2.69252 1.01946
8 C 0.12557 1.32894 1.91025
9 N -1.02846 1.53785 -2.32779
10 N 0.00169 -0.36654 -2.76257
11 N 0.33874 2.10752 2.84847
12 S 0.27328 -2.60414 0.36270
13 H -1.90020 2.34003 -0.06313
14 H -0.50974 1.06319 -4.29069
15 H -2.02347 1.16694 2.03976
16 H -1.19298 -0.25975 1.36485
17 H 2.55822 -1.84156 0.67779
18 H 2.41615 -3.61898 0.65231
19 H 0.98812 0.94381 1.37413
20 H 0.43008 -1.09888 -3.30940
21 H -0.45403 2.49939 3.34972
22 H 1.93675 -2.72352 2.10374

These are the Mulliken partial charges, in e, on atoms 1 to 4: -0.2146, -0.2385, 0.6618, 0.7798

---

No. 9
Entry from the OMol25 dataset: one molecule with the formula C8H10N4O2 in a non-equilibrium geometry (ωB97M-V with the def2-TZVPD basis set).

Results
Spin multiplicity = 1
Gap between HOMO and LUMO (spin up / spin down) = 8.29 / 8.29 eV
E_HOMO (spin up / spin down) = -0.3054 / -0.3054 Eh
E = -680.15902 Ha
Relative energy (zero: lowest compared OMol25 entry of this formula, charge and spin) = 5.205 eV

CARTESIAN COORDINATES (ANGSTROEM)
1 C -1.43756 -2.67246 0.03125
2 C -0.08823 -3.23684 0.07427
3 C -1.57012 -1.31247 0.17288
4 C 0.94049 -2.33821 0.21401
5 C -0.49555 -0.43475 0.34820
6 C 0.77678 -0.96032 0.20989
7 C -0.37743 1.88191 -0.09044
8 C -0.47824 1.72804 -1.54320
9 N 2.05945 0.90193 0.89945
10 N -0.71663 0.93751 0.76071
11 N 1.96479 -0.09943 0.12591
12 N -0.10745 3.12729 0.38169
13 O -0.60136 1.14920 2.01741
14 O 2.77998 -0.18666 -0.81041
15 H -2.20576 -3.28177 0.19646
16 H 0.13413 -4.27643 -0.14283
17 H -2.62154 -0.90025 0.22739
18 H 1.89433 -2.82219 0.01073
19 H 0.20094 2.39245 -2.09735
20 H -1.44288 1.95519 -1.91161
21 H -0.38953 0.73450 -1.80782
22 H 0.02551 3.06224 1.36662
23 H 1.27425 0.92818 1.53372
24 H 0.48162 3.72335 -0.16692

These are the Mulliken partial charges, in e, on atoms 1 to 4: -0.7249, -0.4138, -0.4975, -0.5030

---

No. 10
Entry from the OMol25 dataset: an isolated ion of composition C8H10N5 and charge +1 in a non-equilibrium geometry (ωB97M-V with the def2-TZVPD basis set).

Results
Spin multiplicity = 1
Gap between HOMO and LUMO = 7.23 eV
E_HOMO = -0.4662 Eh
E = -584.26288 Ha
Relative energy (zero: lowest compared OMol25 entry of this formula, charge and spin) = 2.969 eV
Net charge = +1

CARTESIAN COORDINATES (ANGSTROEM)
1 C -0.76804 1.88384 -0.37117
2 C -1.60779 0.86071 -0.15876
3 C -2.97229 0.99879 0.32203
4 N -3.88777 0.09375 0.37507
5 C -3.51628 -1.21588 0.21004
6 C -2.27251 -1.55659 -0.21750
7 C -1.27142 -0.50475 -0.37888
8 N 0.00882 -0.85404 -0.45229
9 C 1.16891 -0.35070 -0.23643
10 N 2.14652 -0.25427 -1.12290
11 N 3.45756 -0.04093 -0.57552
12 C 3.23423 0.07624 0.84727
13 N 1.77019 -0.09759 0.98246
14 H -0.92349 2.80264 0.05472
15 H 0.22223 1.64199 -0.95209
16 H -3.47227 2.04284 0.42415
17 H -4.28088 -1.89945 0.42836
18 H -2.07782 -2.57003 -0.58386
19 H 1.97444 -0.06453 -2.09996
20 H 4.07797 -0.83262 -0.91576
21 H 3.65384 0.97870 1.21735
22 H 3.93091 -0.75462 1.27993
23 H 1.40495 -0.38353 1.92371

These are the Mulliken partial charges, in e, on atoms 1 to 4: -0.7005, 0.9051, -0.5321, -0.5009